7
Properties=species:S:1:pos:R:3:lowdin_spin:R:1 method="wB97M-V/def2-TZVPD" total_charge=+2 total_energy_ev=-15476.208 orbital_gap_ev="8.6 / 12.1" spin_multiplicity=2 s2=0.755 de_lowest_kcal_mol=0.00 mol_weight_g_mol=103.01
H -1.91 2.28 -1.12 0.000
C 1.27 -0.06 0.65 0.184
C 0.29 -0.94 0.18 0.330
O -0.75 -0.58 -0.37 0.145
O 2.04 0.67 1.06 0.213
F 0.57 -2.21 0.41 0.110
Al -1.51 0.85 -0.81 0.019